A structure of composition C15H10AuF10N2SSe, computed with ωB97M-V with the def2-TZVPD basis set.

```
40
Properties=species:S:1:pos:R:3:lowdin_charge:R:1
Au 0.13460 0.53180 -0.31710 0.6115
N 0.12650 0.52550 2.08150 -0.0470
C 1.11330 1.44180 2.66510 -0.2544
C 2.54800 1.06190 2.30410 -0.1841
C 2.94600 1.37500 0.86500 -0.2409
N 2.34200 0.43850 -0.09950 -0.0744
H -0.80370 0.78240 2.39790 0.0948
H 0.30190 -0.42540 2.39940 0.0998
H 1.01490 1.44900 3.75660 0.1229
H 0.88770 2.44630 2.30080 0.1208
H 2.71660 0.00160 2.50460 0.1177
H 3.21180 1.61910 2.96680 0.1245
H 4.03750 1.32610 0.79180 0.1260
H 2.63090 2.38760 0.60870 0.1220
H 2.63120 -0.50940 0.13350 0.1058
H 2.70880 0.63460 -1.02770 0.0920
F -6.44880 -2.32520 0.35390 0.1635
C -5.42380 -1.52820 0.10360 -0.1138
C -4.13180 -2.05230 0.02560 -0.1333
F -3.91240 -3.34640 0.21630 0.1455
C -3.06710 -1.21000 -0.25640 -0.2476
F -1.81460 -1.71600 -0.27170 -0.0538
C -3.24800 0.14330 -0.54370 -0.5064
S -1.99890 1.17180 -1.20140 0.6852
C -4.54270 0.66180 -0.41710 -0.2356
F -4.75130 1.95590 -0.61860 0.1087
C -5.61530 -0.15630 -0.07340 -0.1285
F -6.82340 0.36380 0.07540 0.1523
F 0.20250 0.77210 -8.28730 0.1629
C 0.01550 0.42890 -7.02530 -0.1128
C -1.23500 -0.03690 -6.60570 -0.1282
F -2.24230 -0.11170 -7.46340 0.1500
C -1.39720 -0.42220 -5.28330 -0.2481
F -2.55950 -0.88250 -4.82250 0.0824
C -0.34410 -0.35350 -4.37170 -0.4783
Se -0.63290 -1.03840 -2.65150 0.9599
C 0.88240 0.14100 -4.80180 -0.2378
F 1.87140 0.21820 -3.89930 0.0654
C 1.07490 0.53320 -6.11810 -0.1320
F 2.24960 1.00120 -6.52100 0.1431
```

Results
highest occupied orbital energy (alpha / beta): -11.2 / -11.5 eV
⟨S²⟩: 2.0243
HOMO-LUMO gap (alpha / beta): 8.27 / 5.29 eV
2S+1: 3
net charge: +1

A structure of composition C14H4Cl5F6N2O7RhS2, computed with ωB97M-V with the def2-TZVPD basis set.

```
41
Properties=species:S:1:pos:R:3:lowdin_charge:R:1
Rh -0.75799 0.35225 0.60115 1.0391
Cl 3.31875 5.52301 -2.57475 0.7702
C 2.49256 4.09374 -2.16932 -0.6759
C 1.64436 4.06142 -1.05003 -0.6917
Cl 1.43175 5.46765 -0.10810 0.7531
C 0.97297 2.89683 -0.72624 -0.5230
Cl -0.13263 2.82438 0.58927 0.8807
C 1.15096 1.68296 -1.46344 -0.4168
O 0.58194 0.60334 -1.14601 -0.0891
C 2.02349 1.75910 -2.60039 -0.5833
Cl 2.25183 0.33151 -3.49555 0.8119
C 2.66267 2.93705 -2.94397 -0.6966
Cl 3.65832 2.98614 -4.32994 0.7371
F -2.25306 1.86632 -1.37434 0.0565
C -3.45593 1.28052 -1.53178 -0.6574
F -3.60866 1.02639 -2.82195 0.1640
F -4.38007 2.15907 -1.16261 0.1619
S -3.42571 -0.23292 -0.41798 0.5975
O -3.12104 0.34075 0.86951 -0.3108
O -4.64124 -0.94082 -0.57610 -0.2233
N -2.16215 -0.90516 -1.10665 -0.3195
S -1.45831 -2.14506 -0.43025 0.5664
O -1.30783 -1.97464 1.00048 -0.3036
O -0.30407 -2.54490 -1.15569 -0.2474
C -2.70407 -3.55294 -0.53131 -0.6658
F -3.30313 -3.63093 -1.71307 0.1548
F -2.08159 -4.71113 -0.31231 0.1479
F -3.62466 -3.39638 0.41143 0.1477
O -0.11556 0.00244 4.72510 0.0723
C -0.05579 0.06855 3.51860 -0.6261
O -0.69713 0.82029 2.74118 -0.1379
C 0.98499 -0.83803 2.79096 -0.1783
C 1.70177 -1.79044 3.49817 0.0180
C 2.60603 -2.57249 2.79650 -0.0401
C 2.75795 -2.37595 1.43236 -0.0386
C 1.99047 -1.40317 0.80507 -0.1231
N 1.14023 -0.66026 1.49248 0.0299
H 1.52860 -1.89824 4.55630 0.1217
H 3.18124 -3.32820 3.31192 0.1102
H 3.46179 -2.96206 0.86036 0.1071
H 2.04794 -1.21996 -0.25908 0.1004
```

Results
highest occupied orbital energy (alpha / beta): -9.1 / -9.3 eV
⟨S²⟩: 6.0498
HOMO-LUMO gap (alpha / beta): 8.28 / 5.12 eV
2S+1: 5

A cluster of 11 separate species, C42H62O24 in total, computed with ωB97M-V with the def2-TZVPD basis set.

```
128
Properties=species:S:1:pos:R:3:lowdin_charge:R:1
O 3.31889 -24.79501 -2.44493 0.1060
C 3.33095 -25.19596 -3.56000 -0.5011
O 2.21113 -25.16657 -4.32975 -0.0040
C 2.47024 -25.71768 -5.68951 -0.1000
C 3.95105 -26.20941 -5.72273 -0.1170
C 4.50970 -25.77920 -4.33858 -0.0613
H 2.19840 -24.99378 -6.46036 0.1076
H 1.74264 -26.55658 -5.74880 0.1279
H 4.50577 -25.76966 -6.60499 0.1237
H 3.99878 -27.28575 -5.85102 0.1015
H 5.24990 -24.94666 -4.26050 0.1294
H 4.93823 -26.61443 -3.82982 0.0962
O -2.70821 -23.05838 -3.36862 0.0814
C -1.98309 -23.81392 -2.74449 -0.4192
O -2.23058 -24.09265 -1.38514 -0.0147
C -1.31255 -25.12112 -1.04471 -0.1447
C -0.13630 -25.10936 -2.00793 -0.1302
C -0.74479 -24.49125 -3.26945 -0.0550
H -1.89249 -26.05441 -1.09924 0.1399
H -1.00483 -24.83576 -0.06278 0.1074
H 0.30951 -26.06791 -2.12445 0.0887
H 0.70168 -24.48558 -1.77701 0.0832
H -0.99520 -25.23123 -4.04041 0.1397
H -0.15854 -23.61475 -3.67800 0.1395
O -2.19563 -18.21001 0.66305 0.0957
C -2.68550 -18.96152 -0.14533 -0.4980
O -3.60073 -19.91365 0.17365 0.0013
C -3.66606 -20.96903 -0.86352 -0.1133
C -3.37987 -20.18504 -2.11813 -0.1249
C -2.40025 -19.06864 -1.57680 -0.0579
H -4.64202 -21.54432 -0.74366 0.1540
H -2.83630 -21.71738 -0.61788 0.1041
H -4.24802 -19.69612 -2.55472 0.1246
H -2.87109 -20.79677 -2.83010 0.0513
H -2.38756 -18.09793 -2.01894 0.1255
H -1.35314 -19.40220 -1.56926 0.1174
O 9.22464 -26.61283 0.67197 0.1162
C 8.55045 -25.70702 0.28635 -0.5210
O 8.19551 -25.48607 -0.98258 0.0245
C 7.07152 -24.50481 -1.03169 -0.1007
C 6.76264 -24.07429 0.43210 -0.1471
C 7.95720 -24.63519 1.22252 -0.0719
H 6.30222 -25.04086 -1.57290 0.0984
H 7.29994 -23.61903 -1.67523 0.1325
H 5.79044 -24.51645 0.78311 0.1083
H 6.63631 -22.96927 0.52169 0.1165
H 7.70720 -25.16328 2.14459 0.1226
H 8.75818 -23.90785 1.34031 0.1251
O 2.52998 -19.44120 0.54465 0.1335
C 1.64147 -19.01436 1.22143 -0.4896
O 1.59206 -17.81089 1.76086 0.0216
C 0.32023 -17.57693 2.43045 -0.1346
C -0.12908 -18.97116 2.78400 -0.1457
C 0.38218 -19.77010 1.56273 -0.0618
H -0.36519 -17.10932 1.72517 0.1058
H 0.50035 -16.89021 3.24935 0.1286
H -1.19624 -19.00131 3.11459 0.1224
H 0.50142 -19.29363 3.68848 0.1501
H -0.23611 -19.60858 0.65217 0.1251
H 0.58300 -20.80572 1.73408 0.1010
O 4.70380 -22.27236 -3.93399 0.1047
C 4.08963 -21.85625 -4.88522 -0.5099
O 3.41605 -22.59408 -5.72453 0.0190
C 2.99251 -21.89305 -6.97606 -0.0729
C 3.56436 -20.44254 -6.84658 -0.1104
C 3.81586 -20.40735 -5.33283 -0.0811
H 1.93286 -21.79743 -7.03798 0.0846
H 3.35027 -22.53108 -7.75507 0.1151
H 2.83106 -19.63219 -7.17446 0.1422
H 4.56586 -20.48243 -7.28667 0.1114
H 2.92247 -20.16687 -4.78610 0.1068
H 4.61507 -19.77503 -4.91029 0.1312
O 2.06472 -28.11960 -2.73319 0.0748
C 2.46087 -27.99130 -1.57184 -0.5253
O 1.62698 -27.62244 -0.65747 0.0302
C 2.28694 -27.61739 0.65487 -0.0983
C 3.76297 -27.38965 0.32396 -0.1448
C 3.84419 -28.20522 -0.97352 -0.0669
H 2.17084 -28.59878 1.08815 0.1211
H 1.77591 -26.78113 1.23878 0.1512
H 4.39471 -27.81847 1.07058 0.1040
H 4.02035 -26.30755 0.13365 0.1133
H 3.89234 -29.28427 -0.77971 0.1340
H 4.65745 -27.89078 -1.67843 0.1299
O 1.42903 -18.27132 -2.58348 0.0820
C 2.10368 -17.59223 -1.84263 -0.4375
O 3.49839 -17.73816 -1.81177 -0.0043
C 3.99173 -16.94639 -0.66142 -0.0930
C 2.89192 -15.80649 -0.41948 -0.0899
C 1.60175 -16.43152 -1.01003 -0.0613
H 4.96867 -16.61491 -0.92825 0.1077
H 4.04669 -17.61286 0.15948 0.0843
H 3.19201 -14.88925 -0.91473 0.1088
H 2.82404 -15.72943 0.61685 0.0752
H 1.03838 -15.74730 -1.60755 0.1177
H 0.85774 -16.68904 -0.29157 0.0956
O -0.18825 -21.73843 -1.13146 0.1000
C 0.95052 -22.02349 -0.85264 -0.4927
O 1.22564 -22.81710 0.21137 0.0104
C 2.69791 -23.00188 0.29018 -0.1085
C 3.36645 -22.19110 -0.79517 -0.1552
C 2.17691 -21.57979 -1.57900 -0.0385
H 2.87273 -24.07961 0.09646 0.1104
H 3.06893 -22.68866 1.26111 0.1233
H 4.01260 -22.79666 -1.38188 0.0644
H 4.04344 -21.48658 -0.32111 0.1058
H 2.19645 -22.17059 -2.52860 0.1360
H 2.21693 -20.47903 -1.66758 0.1094
C -2.60339 -22.99817 2.25475 -0.1200
C -1.97009 -21.85328 2.95606 -0.1056
O -0.62814 -22.33085 3.16635 0.0456
C -0.50937 -23.61618 2.84146 -0.6097
O 0.46969 -24.27642 2.80141 0.1665
O -1.74717 -24.06517 2.62304 0.0621
H -2.56045 -22.73446 1.11955 0.1403
H -3.61605 -23.25237 2.54017 0.1362
H -2.42541 -21.72134 3.96950 0.1516
H -1.84495 -20.93971 2.32207 0.1159
C -0.69072 -20.47956 -4.24140 -0.0917
C -1.72671 -19.51560 -4.91272 -0.0695
O -2.01005 -20.23334 -6.14622 0.0464
C -0.84453 -20.87053 -6.48380 -0.5108
O -0.57693 -21.25146 -7.61530 0.1151
O -0.01189 -21.01840 -5.40201 0.0347
H -1.21121 -21.23902 -3.75314 0.0637
H 0.00988 -19.96171 -3.60522 0.1010
H -1.29860 -18.55326 -5.19798 0.1335
H -2.69261 -19.43566 -4.37025 0.1169
```

Results
highest occupied orbital energy: -10.1 eV
HOMO-LUMO gap: 10.62 eV
SMILES: O=C1CCCO1.O=C1CCCO1.O=C1CCCO1.O=C1CCCO1.O=C1CCCO1.O=C1CCCO1.O=C1CCCO1.O=C1CCCO1.O=C1CCCO1.O=C1OCCO1.O=C1OCCO1